1.
ORCA calculation (wB97M-V/def2-TZVPD) on a 2-piece molecular cluster, ClH6N4P overall.

Max |F|, eV/Å: 3.2
Kohn-Sham gap (spin up / spin down), eV: 7.76 / 7.58
Energy, eV: -27865.5941
Lowest unoccupied orbital energy (spin up / spin down), eV: 0.228 / 0.695

XYZ file:
```
12
Properties=species:S:1:pos:R:3:lowdin_charge:R:1
Cl -2.54056 -0.17905 -0.21784 0.099
P -1.13313 0.42549 1.13189 0.462
N -0.80669 1.94391 0.47065 -0.517
N 0.08054 -1.28934 -0.20438 -0.232
N -0.47611 -2.49348 0.03738 -0.131
N -0.00025 1.97556 -0.70919 -0.076
H -1.35928 -2.59329 -0.43686 0.041
H -0.35072 1.25071 -1.29676 0.006
H -0.65092 2.79960 1.04847 0.083
H -0.06597 -3.25607 0.56269 0.091
H 1.11581 -1.26563 0.20968 0.089
H -0.25450 2.92576 -1.06324 0.086
```

2.
ORCA calculation (wB97M-V/def2-TZVPD) on a 2-piece molecular cluster, C7H12N2S overall.

Max |F|, eV/Å: 3.7
Kohn-Sham gap, eV: 8.39
SMILES string: CC(S)=C=N.C1=NCCC1
Energy, eV: -21265.9456
Lowest unoccupied orbital energy, eV: 0.768

XYZ file:
```
22
Properties=species:S:1:pos:R:3:lowdin_charge:R:1
S -2.37194 -1.31996 0.46014 0.791
N 0.38635 -0.57325 -0.10709 -0.016
N -2.59447 2.19308 1.36080 0.145
C 1.29847 0.52055 -0.35900 -0.201
C -2.01729 0.51717 -1.68350 -0.118
C 2.46249 0.16425 0.60694 -0.196
C -2.16981 0.31638 -0.23524 -0.716
C 2.40802 -1.32045 0.80619 -0.163
C 0.96954 -1.51850 0.45511 -0.192
C -2.24269 1.29117 0.60218 -0.262
H -1.90513 2.68396 1.90785 0.051
H -3.03674 0.28553 -2.07638 0.100
H -1.73102 1.48437 -1.87615 0.043
H 0.81913 1.48416 -0.24119 0.104
H 2.48296 -1.72805 1.78556 0.101
H 3.02689 -1.86896 0.13534 0.105
H -1.09630 -0.08398 -2.01172 0.096
H 1.78823 0.42802 -1.35360 0.122
H 0.49792 -2.47753 0.64188 0.104
H 2.11875 0.67501 1.50882 0.100
H 3.48266 0.67664 0.41759 0.134
H -2.57603 -1.82963 -0.74453 -0.134
```

3.
ORCA calculation (wB97M-V/def2-TZVPD) on a 2-piece molecular cluster, C4H10N3 overall.

Max |F|, eV/Å: 6.6
Total charge: +1
Kohn-Sham gap (spin up / spin down), eV: 7.77 / 7.76
Energy, eV: -8768.9108
Lowest unoccupied orbital energy (spin up / spin down), eV: -5.590 / -5.593

XYZ file:
```
17
Properties=species:S:1:pos:R:3:lowdin_charge:R:1
N -0.93750 1.19262 0.51452 0.090
N -1.36844 -0.92608 -0.46797 0.100
N 0.11385 0.28878 0.75038 0.037
C -1.95047 0.31439 -0.33934 -0.159
C -0.16909 -0.87931 0.08711 -0.412
C 1.98008 1.00951 -0.31603 0.292
C 0.83575 -2.00894 0.23813 0.033
H 0.15054 -2.81349 0.30836 0.091
H -0.74406 1.98937 -0.06515 0.161
H -2.94043 0.30650 0.17984 0.134
H -2.31059 0.77122 -1.37351 0.166
H 1.38456 -1.91381 -0.66356 0.080
H 1.39174 -1.76591 1.07767 0.065
H 2.67329 0.27461 0.11638 0.073
H 1.47742 0.72666 -1.31545 0.096
H -1.32023 1.46985 1.37891 0.159
H 1.73358 1.96403 -0.11027 -0.007
```

4.
ORCA calculation (wB97M-V/def2-TZVPD) on a 2-piece molecular cluster, C11H18NO5S overall.

Max |F|, eV/Å: 1.4
Total charge: -2
Kohn-Sham gap (spin up / spin down), eV: 3.53 / 3.50
Multiplicity: 2
Energy, eV: -34257.2224
Lowest unoccupied orbital energy (spin up / spin down), eV: 4.026 / 3.997

XYZ file:
```
36
Properties=species:S:1:pos:R:3:lowdin_spin:R:1
S -0.42802 -4.14015 4.39497 0.000
O -0.64725 -4.82238 5.70074 0.000
O 0.17342 -2.79182 4.61771 0.000
O -1.74802 -3.96935 3.68724 0.000
O 0.47612 -4.95873 3.53624 0.000
O -1.60818 1.47175 0.05076 0.543
N -0.58747 1.61577 -0.71656 0.356
C -1.16284 -2.50860 1.15862 0.001
C 0.79795 0.29610 0.80745 0.015
C 0.56121 -0.94189 -0.10836 0.001
C -0.42065 -1.85008 0.49111 0.002
C -2.00894 0.27659 -2.17614 -0.002
C 0.50679 2.75765 1.13623 0.001
C 0.66919 1.63618 0.08030 0.026
C 0.24978 -0.61370 -1.59086 0.015
C 1.90243 1.96972 -0.75541 0.000
C -0.55148 0.68269 -1.88007 0.027
C -0.01471 1.40524 -3.14535 0.006
H 1.50562 -1.49363 -0.11969 0.000
H 1.75787 2.88323 -1.33121 0.001
H 0.10708 0.24868 1.64262 0.002
H 0.02494 2.38585 2.03510 0.000
H 2.73936 2.10187 -0.07297 0.000
H 1.80239 0.24477 1.22988 0.001
H -0.35515 -1.43153 -1.97822 0.002
H -2.04079 -0.13471 -3.18601 0.000
H -2.65963 1.15012 -2.16133 -0.001
H -0.68872 1.29467 -3.98781 0.000
H 2.17041 1.14321 -1.41421 0.000
H 1.17438 -0.64193 -2.16949 0.001
H 0.97195 1.02745 -3.41030 0.000
H 1.46001 3.22701 1.36881 0.000
H -1.72400 -3.03459 1.92917 0.000
H -2.36949 -0.47235 -1.47737 0.000
H 0.12148 2.46302 -2.91665 0.003
H -0.15703 3.52390 0.73106 0.000
```

5.
ORCA calculation (wB97M-V/def2-TZVPD) on C42H44IrN6O4S as an isolated structure.

Max |F|, eV/Å: 2.4
Total charge: +4
Kohn-Sham gap (spin up / spin down), eV: 5.77 / 3.57
Multiplicity: 2
Energy, eV: -75035.5437
Lowest unoccupied orbital energy (spin up / spin down), eV: -12.193 / -14.075

XYZ file:
```
98
Properties=species:S:1:pos:R:3:lowdin_spin:R:1
Ir -0.02576 -0.04038 -0.30842 0.121
S -1.45354 -1.37854 2.36655 -0.010
O -0.48672 -0.60481 3.24162 0.006
O 6.02756 -0.58723 -3.80019 0.000
O 1.07498 -1.11076 0.99210 0.150
O 0.15842 1.60592 0.89554 0.151
N 0.70754 2.59668 3.86076 0.005
N 5.20536 0.90620 -5.30782 0.000
N 2.32818 -0.81190 3.27468 0.013
N -0.99945 1.09255 -1.67015 0.044
N -0.62854 -1.78082 -1.09455 0.048
N 1.71926 0.12172 -1.64806 -0.001
C -1.57852 -2.95585 4.60086 -0.001
C 2.43172 -0.99002 -1.88458 0.001
C -2.02183 -4.06654 5.30690 0.000
C -1.68499 4.44925 -0.41403 -0.022
C -1.34860 4.71865 1.93392 0.021
C 1.38644 -4.62195 0.08172 -0.025
C -5.16362 -0.05410 1.46144 0.000
C 2.75106 1.52962 2.84433 0.001
C -0.40293 3.00222 3.36646 0.005
C -1.75394 5.27382 0.70461 0.079
C 3.12500 1.32975 -3.14210 0.000
C -0.51061 2.70677 0.84055 0.026
C -5.29469 1.05175 2.29344 0.000
C -1.14912 3.16655 -0.35954 0.059
C -3.99468 -0.80143 1.47732 0.000
C -1.87394 -0.83553 -3.09440 0.004
C 2.05458 1.25832 -2.27244 -0.001
C 2.34703 -5.05064 0.98430 0.088
C -1.90320 -1.68996 -1.83453 0.001
C -1.26669 2.34803 -1.54586 -0.016
C 3.87234 0.18117 -3.38338 0.000
C -0.70236 3.50117 2.01987 0.037
C -2.26477 6.67131 0.61836 0.017
C -2.97564 -0.43820 2.34858 -0.001
C 2.96402 -1.85444 2.88460 0.002
C -4.26590 1.40576 3.15638 0.000
C -1.94502 -2.83317 3.27019 -0.002
C 5.15006 0.13520 -4.20892 0.000
C -0.12373 -2.95286 -0.88347 -0.017
C -2.77610 -5.04369 4.67014 -0.001
C -3.08781 0.66848 3.17470 0.000
C 0.92889 -3.29865 0.04048 0.069
C 2.85296 -4.10998 1.90131 0.024
C 2.08006 2.79901 3.35467 0.001
C 2.40255 -2.80305 1.93995 0.037
C 2.80807 -6.47097 1.01338 0.019
C -1.12802 0.50162 -3.01966 0.004
C -3.13293 -4.90321 3.33347 0.000
C 2.91280 0.38533 3.87693 0.001
C 1.43686 -2.35121 0.97929 0.036
C 3.50620 -0.99906 -2.74186 0.000
C -2.69030 -3.80494 2.61366 -0.001
H -2.27949 0.90262 3.85545 0.000
H 2.72621 -6.95120 0.04034 0.002
H -3.06523 -5.93497 5.21075 0.000
H 3.82518 -6.56203 1.39106 0.002
H 2.64749 3.22133 4.18503 0.000
H 2.05118 3.53532 2.55361 0.000
H -1.66490 2.86781 -2.41533 -0.001
H 1.32663 -0.72392 3.01319 0.000
H -4.38999 2.24655 3.82736 0.000
H -3.33871 6.67947 0.40464 0.007
H 2.14070 -1.89169 -1.36700 0.001
H 3.95877 0.20840 4.11731 0.000
H -0.11275 0.36816 -3.39169 0.003
H -2.91661 -0.65418 -3.35514 0.000
H 1.45653 2.13587 -2.06356 -0.001
H -2.09069 4.81407 -1.35178 -0.002
H -2.25166 -2.68496 -2.11089 0.000
H 3.36810 2.28028 -3.59786 0.000
H -2.62636 -1.26780 -1.13385 0.001
H -0.99254 -2.18660 5.08558 0.000
H -3.89926 -1.67043 0.83644 0.000
H 4.07346 -1.90569 -2.90503 0.000
H 6.04298 0.87058 -5.87104 0.000
H 2.39337 0.59227 4.81355 0.000
H 3.97230 -2.01261 3.26168 0.000
H -3.74991 -5.64962 2.85186 0.000
H -0.57219 -3.79480 -1.40821 -0.001
H 3.59936 -4.43228 2.62054 0.000
H -1.78958 -4.15829 6.35932 0.000
H 2.17655 -7.04879 1.69729 0.010
H -6.20842 1.63084 2.27861 0.000
H -1.51485 5.30010 2.83562 0.000
H 4.42761 1.43211 -5.66354 0.000
H -1.62290 1.20366 -3.68979 0.000
H 3.72830 1.81583 2.45581 0.000
H -2.10325 7.22810 1.53770 0.000
H 2.16275 1.15724 2.00797 0.000
H -1.43480 -1.40279 -3.91503 0.000
H -5.97993 -0.33987 0.81150 0.000
H -1.80464 7.20794 -0.21299 0.004
H -1.23843 3.01739 4.06342 0.001
H 0.97855 -5.34050 -0.62178 -0.002
H 0.65224 2.26188 4.81924 0.000
H -2.93643 -3.71224 1.56146 0.000
```